C5H4O2 in the gas phase at a distorted geometry, computed with ωB97M-V/def2-TZVPD.

Each line ends with the natural charge from an NBO analysis.
CARTESIAN COORDINATES (ANGSTROEM)
O -2.26 -1.29 1.01  -0.534
C -1.39 -0.65 0.44  0.805
O -1.50 0.12 -0.78  -0.504
C -0.21 0.74 -0.97  0.082
C 0.83 -0.41 -0.59  -0.247
C 0.17 -0.65 0.73  -0.333
C 0.53 0.77 0.30  -0.265
H -0.06 1.67 -1.51  0.246
H 1.82 -0.60 -0.93  0.240
H 0.68 -1.08 1.62  0.267
H 1.38 1.37 0.66  0.243

As for the structure (SMILES): O=C1O[C@@H]2[C@@H]3[C@H]1[C@H]23. Its net charge is 0. The value obtained for the energy relative to the best compared isomer or geometry (same formula, charge and spin) is 61.9 kcal per mole. The multiplicity is 1. The molar mass comes out at 96.1 g mol⁻¹. The HOMO-LUMO gap is 0.3876 Ha. As for the LUMO energy: 0.857 eV. Its HOMO energy is -9.688 eV.

=====

C5H4O2 in the gas phase, computed with ωB97M-V/def2-TZVPD.

Each line ends with the natural charge from an NBO analysis.
CARTESIAN COORDINATES (ANGSTROEM)
O -0.07 0.77 1.61  -0.655
C 0.05 0.43 0.29  0.258
C -1.16 -0.03 -0.52  -0.414
C -0.19 -1.11 -0.19  -0.169
C 1.17 -0.78 -0.37  -0.153
C 1.23 0.59 -0.69  0.444
O 1.80 1.50 -1.22  -0.521
H -2.10 -0.08 0.03  0.242
H -1.23 0.37 -1.53  0.240
H -0.48 -1.87 0.53  0.231
H 0.79 0.58 2.02  0.497

Its net charge is 0. The value obtained for the energy relative to the best compared isomer or geometry (same formula, charge and spin) is 97.9 kcal per mole. The multiplicity is 1. The molar mass comes out at 96.1 g mol⁻¹. The HOMO-LUMO gap is 0.3321 Ha. As for the LUMO energy: 0.333 eV. Its HOMO energy is -8.704 eV.

=====

A 2-piece molecular cluster, C5H4O2 overall, computed with ωB97M-V/def2-TZVPD.

Each line ends with the natural charge from an NBO analysis.
CARTESIAN COORDINATES (ANGSTROEM)
O -2.10 0.05 0.32  -0.439
C -0.93 -0.02 0.13  0.439
C 0.16 0.95 -0.13  -0.185
C 1.24 0.35 -0.25  0.111
C 1.44 -1.08 -0.18  -0.576
C -0.11 -1.44 0.09  0.555
O -0.57 -2.52 0.24  -0.425
H 2.05 -1.44 0.66  0.260
H 1.77 -1.57 -1.10  0.260
H -1.51 3.01 0.01  0.001
H -1.43 3.72 0.21  -0.002

As for the structure (SMILES): O=C1C#CCC1=O.[H][H]. Its net charge is 0. The value obtained for the energy relative to the best compared isomer or geometry (same formula, charge and spin) is 114.3 kcal per mole. The multiplicity is 1. The molar mass comes out at 96.1 g mol⁻¹. The HOMO-LUMO gap is 0.3447 Ha. As for the LUMO energy: -1.042 eV. Its HOMO energy is -10.422 eV.

=====

C5H4O2 as an isolated structure, computed with ωB97M-V/def2-TZVPD.

Each line ends with the natural charge from an NBO analysis.
CARTESIAN COORDINATES (ANGSTROEM)
O -1.25 -1.06 0.68  -0.631
C -0.09 -0.44 0.77  0.352
C 0.90 -0.99 -0.15  -0.461
C -0.06 -0.12 -1.00  -0.070
C -0.11 1.21 -0.63  -0.320
C -0.04 1.11 0.84  0.483
O -0.22 1.87 1.75  -0.494
H 1.92 -0.62 -0.14  0.251
H 0.81 -2.06 -0.35  0.253
H -1.24 -0.88 -0.58  0.403
H -0.63 1.98 -1.20  0.235

Its net charge is 0. The value obtained for the energy relative to the best compared isomer or geometry (same formula, charge and spin) is 126.9 kcal per mole. The multiplicity is 1. The molar mass comes out at 96.1 g mol⁻¹. The HOMO-LUMO gap is 0.3199 Ha. As for the LUMO energy: -0.703 eV. Its HOMO energy is -9.408 eV.

=====

C5H4O2 in the gas phase at a distorted geometry, computed with ωB97M-V/def2-TZVPD.

Each line ends with the natural charge from an NBO analysis.
CARTESIAN COORDINATES (ANGSTROEM)
O 1.40 1.65 1.76  -0.504
C 0.74 1.06 0.98  0.771
C -0.64 0.96 0.63  -0.428
C -1.11 -0.18 0.05  -0.083
C -0.31 -1.12 -0.63  -0.403
C 1.01 -0.81 -0.79  0.284
O 1.61 0.02 0.03  -0.523
H -1.30 1.81 0.82  0.245
H -2.19 -0.33 0.01  0.222
H -0.77 -1.95 -1.16  0.230
H 1.57 -1.13 -1.68  0.188

As for the structure (SMILES): O=c1cccco1. Its net charge is 0. The value obtained for the energy relative to the best compared isomer or geometry (same formula, charge and spin) is 19.2 kcal per mole. The multiplicity is 1. The molar mass comes out at 96.1 g mol⁻¹. The HOMO-LUMO gap is 0.3274 Ha. As for the LUMO energy: 0.056 eV. Its HOMO energy is -8.852 eV.

=====

C5H4O2 in the gas phase at a distorted geometry, computed with ωB97M-V/def2-TZVPD.

Each line ends with the natural charge from an NBO analysis.
CARTESIAN COORDINATES (ANGSTROEM)
C 2.12 -0.75 0.15  -0.249
C 1.13 0.02 -0.02  -0.017
C -0.17 0.33 -0.14  -0.305
C -0.51 1.69 0.05  -0.151
C -1.23 -0.56 -0.05  0.746
O -2.39 -0.16 0.13  -0.572
O -1.07 -1.88 -0.02  -0.665
H 3.33 -0.83 0.03  0.279
H -1.48 2.02 0.06  0.217
H 0.37 2.42 -0.13  0.201
H -0.11 -2.32 -0.06  0.515

As for the structure (SMILES): C#CC(=C)C(=O)O. Its net charge is 0. The value obtained for the energy relative to the best compared isomer or geometry (same formula, charge and spin) is 87.0 kcal per mole. The multiplicity is 1. The molar mass comes out at 96.1 g mol⁻¹. The HOMO-LUMO gap is 0.3158 Ha. As for the LUMO energy: -0.840 eV. Its HOMO energy is -9.434 eV.

=====

A 2-piece molecular cluster, C5H4O2 overall at a distorted geometry, computed with ωB97M-V/def2-TZVPD.

Each line ends with the natural charge from an NBO analysis.
CARTESIAN COORDINATES (ANGSTROEM)
C 2.74 -0.40 -3.82  -0.191
C 2.87 -0.76 -2.68  -0.006
C 3.01 -1.16 -1.39  -0.134
C 3.14 -1.52 -0.25  -0.136
H 2.62 -0.09 -4.82  0.234
H 3.25 -1.83 0.75  0.233
O -3.11 0.44 1.10  -0.541
C -3.50 1.10 2.01  0.645
O -3.28 0.78 3.29  -0.678
H -4.08 2.03 1.88  0.085
H -3.66 1.41 3.92  0.490

As for the structure (SMILES): C#CC#C.O=CO. Its net charge is 0. The value obtained for the energy relative to the best compared isomer or geometry (same formula, charge and spin) is 80.9 kcal per mole. The multiplicity is 1. The molar mass comes out at 96.1 g mol⁻¹. The HOMO-LUMO gap is 0.3753 Ha. As for the LUMO energy: 0.552 eV. Its HOMO energy is -9.660 eV.

=====

C5H4O2S in the gas phase at a distorted geometry, computed with ωB97M-V/def2-TZVPD.

Each line ends with the natural charge from an NBO analysis.
CARTESIAN COORDINATES (ANGSTROEM)
C 1.40 -1.27 1.71  -0.201
C 0.52 -0.67 1.03  -0.056
C -0.37 0.15 0.23  0.051
O -1.28 0.86 0.75  -0.672
C -0.94 -0.50 -1.06  -0.039
O 0.12 0.37 -1.83  -0.463
C 0.43 1.08 -0.74  0.289
S 1.63 2.24 -0.31  -0.087
H 1.98 -2.26 2.03  0.276
H -0.75 1.90 0.83  0.501
H -1.89 -0.29 -1.27  0.194
H -0.86 -1.62 -1.38  0.207

As for the structure (SMILES): C#C[C@]1(O)COC1=S. Its net charge is 0. The value obtained for the energy relative to the best compared isomer or geometry (same formula, charge and spin) is 135.1 kcal per mole. The multiplicity is 1. The molar mass comes out at 128.2 g mol⁻¹. The HOMO-LUMO gap is 0.3270 Ha. As for the LUMO energy: -0.353 eV. Its HOMO energy is -9.252 eV.

=====

C5H4O3 as an isolated structure at a distorted geometry, computed with ωB97M-V/def2-TZVPD.

Each line ends with the natural charge from an NBO analysis.
CARTESIAN COORDINATES (ANGSTROEM)
C -0.19 1.73 0.11  0.741
C 0.57 -0.35 -1.15  0.811
C -0.52 -0.17 -0.32  -0.474
C 0.15 -2.26 1.02  -0.403
O -0.14 2.57 -0.94  -0.706
C -0.10 -1.00 0.73  -0.185
O -0.18 2.04 1.26  -0.560
O 1.58 -0.21 -1.70  -0.382
H -0.14 3.49 -0.61  0.494
H -1.51 -0.20 -0.75  0.299
H 0.24 -2.58 2.06  0.201
H 0.25 -3.06 0.28  0.165

Its net charge is 0. The value obtained for the energy relative to the best compared isomer or geometry (same formula, charge and spin) is 144.6 kcal per mole. The multiplicity is 1. The molar mass comes out at 112.1 g mol⁻¹. The HOMO-LUMO gap (spin up / spin down) is 0.2298 / 0.2404 Ha. As for the LUMO energy (spin up / spin down): -0.606 / -0.579 eV. Its HOMO energy (spin up / spin down) is -6.858 / -7.120 eV.

=====

C5H4O3 in the gas phase at a distorted geometry, computed with ωB97M-V/def2-TZVPD.

Each line ends with the natural charge from an NBO analysis.
CARTESIAN COORDINATES (ANGSTROEM)
O 2.56 0.50 0.39  -0.487
C 1.88 -0.39 0.02  0.424
C 0.44 -0.27 -0.23  0.019
C -0.20 1.06 -0.46  -0.300
C -1.49 0.98 -0.18  0.134
O -1.77 -0.16 0.62  -0.472
C -0.67 -0.96 0.50  0.366
O -0.33 -1.35 -0.73  -0.442
H 2.21 -1.40 -0.13  0.115
H 0.28 1.93 -0.81  0.236
H -2.25 1.69 -0.42  0.213
H -0.65 -1.62 1.44  0.194

As for the structure (SMILES): O=C[C@]12C=CO[C@H]1O2. Its net charge is 0. The value obtained for the energy relative to the best compared isomer or geometry (same formula, charge and spin) is 71.2 kcal per mole. The multiplicity is 1. The molar mass comes out at 112.1 g mol⁻¹. The HOMO-LUMO gap is 0.3826 Ha. As for the LUMO energy: 0.666 eV. Its HOMO energy is -9.747 eV.

=====

C5H4O3S2 as an isolated structure at a distorted geometry, computed with ωB97M-V/def2-TZVPD.

Each line ends with the natural charge from an NBO analysis.
CARTESIAN COORDINATES (ANGSTROEM)
C 1.90 -0.27 0.38  0.735
C 1.10 -0.91 -1.31  0.695
C -0.83 -0.59 0.38  -0.489
C -1.45 0.74 0.83  -0.533
C 0.56 -0.45 -0.07  -0.066
O 2.48 0.05 1.33  -0.471
O 0.78 -1.28 -2.40  -0.537
O 2.36 -0.86 -0.91  -0.477
S -1.67 1.90 -0.62  0.271
S 0.19 2.38 -1.06  -0.136
H -1.00 -1.18 1.28  0.253
H -1.25 -1.14 -0.39  0.247
H -2.51 0.40 1.09  0.252
H -0.66 1.20 1.46  0.258

Its net charge is 0. The value obtained for the energy relative to the best compared isomer or geometry (same formula, charge and spin) is 60.0 kcal per mole. The multiplicity is 1. The molar mass comes out at 176.2 g mol⁻¹. The HOMO-LUMO gap (spin up / spin down) is 0.2527 / 0.2562 Ha. As for the LUMO energy (spin up / spin down): -2.397 / -2.259 eV. Its HOMO energy (spin up / spin down) is -9.274 / -9.232 eV.

=====

C5H4O4 in the gas phase at a distorted geometry, computed with ωB97M-V/def2-TZVPD.

Each line ends with the natural charge from an NBO analysis.
CARTESIAN COORDINATES (ANGSTROEM)
O 0.71 -2.37 -1.84  -0.500
C 0.15 -1.59 -1.06  0.629
O -0.09 -1.88 0.23  -0.477
C -0.96 -0.65 0.71  -0.126
C -0.16 0.57 0.05  0.074
C 0.53 1.68 0.81  -0.071
O -0.78 1.88 0.22  -0.448
C 0.37 -0.11 -1.28  0.458
O 1.06 0.18 -2.19  -0.401
H -2.11 -0.74 0.39  0.230
H -0.82 -0.92 1.89  0.243
H 1.36 2.12 0.25  0.190
H 0.73 1.84 1.80  0.199

As for the structure (SMILES): O=C1OC[C@@]2(CO2)C1=O. Its net charge is 0. The value obtained for the energy relative to the best compared isomer or geometry (same formula, charge and spin) is 70.6 kcal per mole. The multiplicity is 1. The molar mass comes out at 128.1 g mol⁻¹. The HOMO-LUMO gap is 0.3448 Ha. As for the LUMO energy: -0.803 eV. Its HOMO energy is -10.186 eV.

=====

C5H5Br15 as an isolated structure at a distorted geometry, computed with ωB97M-V/def2-TZVPD.

Each line ends with the natural charge from an NBO analysis.
CARTESIAN COORDINATES (ANGSTROEM)
C 2.16 1.62 4.84  -0.462
Br 0.35 2.12 5.40  0.087
Br 3.49 3.03 5.15  0.085
Br 2.23 1.01 2.99  0.072
H 2.46 0.79 5.46  0.219
C -3.86 -1.67 0.36  -0.469
Br -4.69 0.10 0.24  0.088
Br -4.82 -3.05 -0.70  0.065
Br -3.73 -2.20 2.22  0.089
H -2.87 -1.63 -0.06  0.222
C 0.62 -0.89 0.16  -0.456
Br 1.30 -2.35 -0.98  0.059
Br -0.16 -1.62 1.78  0.115
Br -0.74 0.06 -0.92  0.079
H 1.45 -0.23 0.39  0.209
C -0.26 -3.34 -4.24  -0.490
Br 0.11 -4.88 -5.38  0.076
Br -2.12 -3.03 -3.76  0.081
Br 0.44 -1.78 -5.06  0.108
H 0.24 -3.59 -3.31  0.221
C 1.66 4.33 -1.05  -0.467
Br 3.33 5.28 -1.15  0.119
Br 0.28 5.14 0.10  0.077
Br 1.90 2.47 -0.46  0.052
H 1.21 4.31 -2.03  0.221

Its net charge is 0. The value obtained for the energy relative to the best compared isomer or geometry (same formula, charge and spin) is 12.3 kcal per mole. The multiplicity is 1. The molar mass comes out at 1263.7 g mol⁻¹. The HOMO-LUMO gap is 0.3485 Ha. As for the LUMO energy: -0.764 eV. Its HOMO energy is -10.248 eV.

=====

C5H5Br2NOS as an isolated structure at a distorted geometry, computed with ωB97M-V/def2-TZVPD.

Each line ends with the natural charge from an NBO analysis.
CARTESIAN COORDINATES (ANGSTROEM)
C -0.82 0.44 1.14  0.698
C -1.65 -0.87 0.93  -0.505
C 1.42 0.54 -0.20  -0.330
C -0.43 -1.33 0.12  -0.244
C 1.11 1.16 -1.52  -0.247
N 0.22 -0.06 0.42  -0.437
O -0.99 1.47 1.67  -0.570
S -0.55 -1.85 -1.59  0.145
Br -0.21 2.42 -1.47  0.180
Br 2.50 1.23 -2.76  0.144
H -1.96 -1.38 1.96  0.252
H -2.50 -0.80 0.12  0.245
H 2.13 -0.18 -0.14  0.225
H 1.58 1.30 0.62  0.242
H 0.16 -2.08 0.70  0.202

Its net charge is 0. The value obtained for the energy relative to the best compared isomer or geometry (same formula, charge and spin) is 74.1 kcal per mole. The multiplicity is 1. The molar mass comes out at 287.0 g mol⁻¹. The HOMO-LUMO gap (spin up / spin down) is 0.3315 / 0.2056 Ha. As for the LUMO energy (spin up / spin down): -0.741 / -2.620 eV. Its HOMO energy (spin up / spin down) is -9.760 / -8.216 eV.

=====

C5H5BrN2O3 in the gas phase at a distorted geometry, computed with ωB97M-V/def2-TZVPD.

Each line ends with the natural charge from an NBO analysis.
CARTESIAN COORDINATES (ANGSTROEM)
O 1.69 -1.75 1.30  -0.457
N 0.91 -1.27 0.45  0.370
C 1.18 -0.48 -0.54  -0.140
C 0.16 -0.22 -1.57  -0.180
C -1.14 -0.30 -1.28  -0.266
C -1.32 -0.60 0.15  0.191
N -0.94 0.51 1.01  -0.581
C -0.06 1.35 0.97  0.700
O 0.71 1.74 1.88  -0.624
Br 0.08 2.78 -0.64  -0.205
O -0.40 -1.66 0.62  -0.318
H 2.22 -0.10 -0.80  0.260
H 0.58 0.02 -2.65  0.249
H -2.01 -0.02 -1.82  0.241
H -2.41 -0.92 0.50  0.240
H 0.77 0.94 2.44  0.518

As for the structure (SMILES): [O-][N+]1=CC=C[C@H](/N=C(/O)Br)O1. Its net charge is 0. The value obtained for the energy relative to the best compared isomer or geometry (same formula, charge and spin) is 46.4 kcal per mole. The multiplicity is 1. The molar mass comes out at 221.0 g mol⁻¹. The HOMO-LUMO gap is 0.3189 Ha. As for the LUMO energy: -0.347 eV. Its HOMO energy is -9.024 eV.

=====

C5H5BrN2O4S in the gas phase at a distorted geometry, computed with ωB97M-V/def2-TZVPD.

Each line ends with the natural charge from an NBO analysis.
CARTESIAN COORDINATES (ANGSTROEM)
C -0.13 1.03 -0.62  0.167
C -0.65 1.11 0.61  -0.056
C -0.30 0.10 1.70  -0.575
C -0.23 -1.94 -0.07  -0.170
C 0.14 1.06 -1.90  -0.426
N -1.38 2.25 1.04  0.506
N 1.10 -1.81 -0.17  0.298
O -1.45 3.17 0.21  -0.389
O 1.72 -1.97 -1.39  -0.527
O -1.76 2.40 2.18  -0.361
O 1.77 -1.38 0.80  -0.520
S -1.18 -1.45 1.21  0.376
Br -1.12 -2.83 -1.55  0.101
H 0.75 -0.22 1.71  0.298
H -0.66 0.54 2.61  0.276
H -0.28 0.44 -2.74  0.250
H 2.73 -2.07 -1.22  0.510
H 0.93 1.57 -2.42  0.241

Its net charge is 0. The value obtained for the energy relative to the best compared isomer or geometry (same formula, charge and spin) is 196.8 kcal per mole. The multiplicity is 1. The molar mass comes out at 269.1 g mol⁻¹. The HOMO-LUMO gap is 0.2947 Ha. As for the LUMO energy: -0.769 eV. Its HOMO energy is -8.787 eV.

=====

C5H5BrN2S in the gas phase at a distorted geometry, computed with ωB97M-V/def2-TZVPD.

Each line ends with the natural charge from an NBO analysis.
CARTESIAN COORDINATES (ANGSTROEM)
C 1.31 -0.66 -1.15  0.306
C 0.22 0.23 1.49  -0.332
C -0.24 0.64 0.28  -0.118
C 1.18 -2.59 0.37  0.295
C -1.45 1.48 -0.04  -0.656
N 1.43 -1.78 -0.48  -0.501
N 0.54 0.39 -0.84  -0.402
S 0.97 -3.74 1.40  0.158
Br -0.95 0.51 2.96  -0.019
H 1.86 -0.60 -2.08  0.204
H -1.66 2.16 0.79  0.239
H -2.32 0.82 -0.16  0.223
H -1.33 2.06 -0.95  0.189
H 0.44 1.08 -1.58  0.413

Its net charge is 0. The value obtained for the energy relative to the best compared isomer or geometry (same formula, charge and spin) is 0.0 kcal per mole. The multiplicity is 1. The molar mass comes out at 205.1 g mol⁻¹. The HOMO-LUMO gap is 0.2196 Ha. As for the LUMO energy: -1.223 eV. Its HOMO energy is -7.199 eV.